# 1
Here is a molecular structure, C19H25AsClFeN4O8S at a distorted geometry from the Open Molecules 2025 dataset. Energies are from ωB97M-V/def2-TZVPD.

Calculated values
- HOMO (alpha / beta) (eV) = -7.48 / -7.51
- multiplicity = 2
- relative energy (zero: lowest compared OMol25 entry of this formula, charge and spin) (eV) = 0.916
- expectation value of S² = 0.948
- frontier orbital gap (alpha / beta) (eV) = 7.188 / 7.212
- E (eV) = -161033.6364

Structure (XYZ):
```
60
C19H25AsClFeN4O8S | the Open Molecules 2025 dataset | ωB97M-V/def2-TZVPD
Fe 0.33770 -1.07737 -0.86230
O -3.20164 -2.80416 1.09543
As -2.32562 -1.73744 -0.00242
O -0.87476 -2.52223 -0.29990
O -2.15539 -0.26331 0.70770
C -3.41772 -1.80719 -1.58744
C -4.72838 -2.24261 -1.44164
C -5.57040 -2.32602 -2.54270
C -5.10269 -1.97756 -3.79789
C -3.79202 -1.54833 -3.95697
C -2.94636 -1.47204 -2.86105
S -1.27942 -0.90935 -3.17924
O -0.96538 -0.00670 -2.03103
O -1.29999 -0.29695 -4.47776
O -0.35673 -2.03376 -3.06859
H -2.60940 -3.54100 1.29437
H -5.08717 -2.51974 -0.45966
H -6.59096 -2.66222 -2.41415
H -5.75501 -2.03742 -4.65928
H -3.41010 -1.26603 -4.92776
N 0.62135 0.75785 -0.14303
C 1.61087 0.78988 0.94160
C 1.25863 1.74003 2.09630
C -0.16829 1.69477 2.66450
C -0.64375 0.37227 3.28411
N 0.41122 -0.37308 3.98093
C 1.13188 0.10299 4.97953
N 2.37424 -0.36060 5.14370
N 0.62203 1.02315 5.81045
C 1.95366 -0.64783 1.35950
O 2.61784 -0.82843 2.39540
O 1.54142 -1.57022 0.60072
H 0.78629 1.46348 -0.85432
H -0.34222 0.86064 0.19789
H 2.54609 1.13985 0.51144
H 1.42781 2.76438 1.75498
H 1.99221 1.55966 2.88458
H -0.90348 1.94408 1.89501
H -0.23257 2.49967 3.40177
H -1.03344 -0.28407 2.50708
H -1.48189 0.55221 3.96107
H 0.93550 -1.02195 3.40168
H 2.82412 -0.70162 4.29116
H 2.94524 -0.02993 5.90068
H -0.36588 1.20651 5.79700
H 1.15493 1.36397 6.58930
Cl 4.61365 0.37544 -0.68799
C 3.53468 1.20340 -1.78541
C 3.75510 2.55418 -2.00874
C 2.94468 3.24583 -2.89308
C 1.93101 2.57111 -3.56474
C 1.72245 1.22409 -3.33841
C 2.50245 0.49640 -2.42031
C 2.20595 -0.89736 -2.14995
H 4.56845 3.05013 -1.49602
H 3.11601 4.29978 -3.06790
H 1.30040 3.09744 -4.26938
H 0.92747 0.70747 -3.86071
H 2.84219 -1.46181 -1.48538
H 1.58315 -1.43231 -2.85275
```

# 2
Here is 8 unconnected molecules or ions with the total composition C18H54N14O10 at a distorted geometry from the Open Molecules 2025 dataset. Energies are from ωB97M-V/def2-TZVPD.

Calculated values
- HOMO (eV) = -8.76
- relative energy (zero: lowest compared OMol25 entry of this formula, charge and spin) (eV) = 10.112
- SMILES = COCCNCCOC.COCCNCCOC.NC(N)=O.NC(N)=O.NC(N)=O.NC(N)=O.NC(N)=O.NC(N)=O
- frontier orbital gap (eV) = 8.472
- E (eV) = -60872.3486

Structure (XYZ):
```
96
C18H54N14O10 | the Open Molecules 2025 dataset | ωB97M-V/def2-TZVPD
C -3.69177 -1.22722 3.07071
O -2.76577 -0.53922 3.58771
C -1.58377 -0.52622 2.75971
C -0.75177 -1.65722 3.37771
N 0.52923 -1.79422 2.61071
C 1.49323 -0.69022 2.94071
C 2.82023 -1.10322 2.37071
O 3.68423 0.04278 2.57771
C 3.66823 0.66178 3.78271
H -3.43977 -2.25722 2.78371
H -4.03277 -0.64322 2.20171
H -4.43377 -1.25422 3.88071
H -1.14277 0.45878 2.72271
H -1.69877 -0.70822 1.74971
H -1.28877 -2.64522 3.39171
H -0.65277 -1.53022 4.49271
H 0.34623 -1.76222 1.60871
H 1.48123 -0.64122 4.02271
H 1.20323 0.36378 2.60971
H 2.65523 -1.34322 1.35271
H 3.14523 -2.04122 2.78171
H 3.93223 0.11578 4.58471
H 2.77423 1.22178 3.87171
H 4.41623 1.43878 3.80671
C -4.00177 -0.46522 -0.91029
O -3.49877 0.20178 -0.00929
C -4.36677 1.31878 0.39771
C -4.10677 2.56078 -0.54629
N -4.72477 3.73278 0.05571
C -4.48077 4.92978 -0.73029
C -5.15177 4.90078 -2.13629
O -4.95777 6.09978 -2.84429
C -5.29977 6.11578 -4.20929
H -5.04877 -0.59022 -0.70629
H -3.56477 -1.50822 -1.11129
H -3.98177 -0.08722 -1.99929
H -4.07777 1.53178 1.42571
H -5.43677 1.07578 0.47171
H -4.46177 2.45178 -1.52829
H -3.03177 2.56478 -0.52229
H -5.63077 3.60878 0.48171
H -3.46577 4.98978 -0.81129
H -4.81077 5.79578 -0.10329
H -6.15877 4.54078 -2.17929
H -4.68577 4.17278 -2.81229
H -6.16277 5.58978 -4.45729
H -4.45577 5.65078 -4.70729
H -5.21277 7.10278 -4.63829
N -0.43077 -1.62522 -1.40829
C 0.78323 -1.97922 -1.09629
N 1.69023 -1.16322 -1.37229
O 0.96923 -2.87822 -0.31729
H -0.53277 -1.05522 -2.25629
H -1.04877 -2.33822 -1.16029
H 1.54523 -0.35022 -1.93029
H 2.64723 -1.49622 -1.16629
N 2.38923 -4.73122 1.09271
C 2.89123 -5.14422 2.21071
N 2.26323 -4.53322 3.22171
O 3.74723 -5.95822 2.24471
H 2.83523 -5.23022 0.34271
H 1.56323 -4.18422 0.80971
H 2.74923 -4.59922 4.10671
H 1.51723 -3.93822 3.05071
N 4.03623 -2.98622 -0.35929
C 4.18823 -3.51522 -1.52929
N 4.86823 -2.77122 -2.36829
O 3.90623 -4.66122 -1.71929
H 3.40023 -3.58122 0.30971
H 4.35423 -1.97222 -0.06329
H 4.91323 -3.05122 -3.31529
H 5.19823 -1.75822 -2.00829
N 1.21523 1.18678 -2.90029
C 0.31123 0.87478 -3.78229
N -0.80277 0.72778 -3.12029
O 0.55623 0.58078 -4.92229
H 2.18023 1.09278 -3.25529
H 1.20923 1.42278 -1.82729
H -1.60877 0.65978 -3.68029
H -0.78277 1.02978 -2.10229
N 0.99123 1.72078 -0.37429
C -0.24777 1.91878 -0.15529
N -1.01277 0.91878 -0.48329
O -0.73277 3.00978 0.10971
H 1.60523 2.55578 -0.08329
H 1.43623 0.88278 -0.13629
H -1.99377 1.03578 -0.28129
H -0.69677 -0.05622 -0.57829
N 5.00923 -0.58322 0.22671
C 4.84023 -0.05622 -0.94429
N 5.67223 -0.44022 -1.87029
O 3.83723 0.61378 -1.27229
H 4.64723 -0.02222 0.98471
H 5.99223 -0.92522 0.55071
H 5.51223 -0.02022 -2.77129
H 6.52823 -0.85122 -1.46029
```

# 3
Here is a gas-phase ion, C2H4N (charge +1) at a distorted geometry from the Open Molecules 2025 dataset. Energies are from ωB97M-V/def2-TZVPD.

Calculated values
- HOMO (eV) = -18.88
- charge = +1
- relative energy (zero: lowest compared OMol25 entry of this formula, charge and spin) (eV) = 0.146
- SMILES = C#[N+]C
- frontier orbital gap (eV) = 13.544
- E (eV) = -3619.3806

Structure (XYZ):
```
7
C2H4N | the Open Molecules 2025 dataset | ωB97M-V/def2-TZVPD
C 1.68307 -0.07058 0.01538
N 0.54392 0.03350 0.18534
C -0.93884 -0.02557 0.02677
H 2.65896 0.14901 -0.26561
H -1.18446 0.81331 -0.75914
H -1.27862 -0.95152 -0.24071
H -1.48403 0.05184 1.03797
```